Record 1
This record from the OMol25 dataset describes C27H24BrN4O3STi as an isolated structure in a non-equilibrium geometry. The level of theory is the ωB97M-V functional and the def2-TZVPD basis.

Values from the calculation:
Energy relative to the best compared isomer or geometry (same formula, charge and spin) in kJ/mol: 0.00
Spin multiplicity: 1
Electronic energy in Eh: -5309.6043
Gap between HOMO and LUMO in eV: 7.758
Total charge: +1

The geometry in XYZ format:
```
61
Properties=species:S:1:pos:R:3:nbo_charge:R:1
Ti -0.440 0.356 -0.128 1.580
O 0.181 0.633 -1.758 -0.667
C -0.659 0.921 -2.718 0.457
C -0.329 1.873 -3.696 -0.280
C -1.228 2.220 -4.677 -0.137
C -2.482 1.612 -4.736 -0.248
C -2.805 0.623 -3.840 -0.123
C -1.914 0.245 -2.821 -0.253
C -2.239 -0.848 -1.957 0.246
N -1.534 -1.184 -0.937 -0.507
C -1.906 -2.287 -0.085 -0.235
C -1.368 -1.968 1.333 -0.227
N -1.430 -0.538 1.455 -0.507
C -2.183 0.042 2.317 0.207
C -2.601 1.400 2.164 -0.220
C -3.291 2.061 3.193 -0.130
C -3.842 3.300 2.988 -0.239
C -3.744 3.900 1.730 -0.140
C -3.097 3.265 0.695 -0.255
C -2.491 2.009 0.876 0.390
O -1.895 1.396 -0.114 -0.673
H 0.648 2.330 -3.646 0.233
H -0.961 2.968 -5.409 0.229
H -3.183 1.906 -5.500 0.229
H -3.761 0.124 -3.907 0.218
H -3.125 -1.435 -2.228 0.200
H -1.442 -3.210 -0.451 0.235
H -2.999 -2.423 -0.073 0.206
H -0.323 -2.283 1.386 0.215
H -1.954 -2.479 2.109 0.213
H -2.607 -0.525 3.156 0.195
H -3.367 1.574 4.155 0.218
H -4.357 3.807 3.789 0.229
H -4.177 4.875 1.570 0.229
H -3.018 3.718 -0.280 0.232
C 4.028 -3.938 1.208 -0.633
C 3.261 -3.437 0.027 -0.051
C 3.726 -3.586 -1.277 -0.138
C 2.948 -3.141 -2.328 -0.259
C 1.725 -2.556 -2.024 0.152
Br 0.581 -2.037 -3.447 0.070
N 1.263 -2.379 -0.802 -0.467
C 2.023 -2.824 0.191 0.045
H 4.841 -4.587 0.893 0.231
H 3.378 -4.499 1.876 0.228
H 4.457 -3.111 1.773 0.218
H 4.675 -4.066 -1.463 0.228
H 3.254 -3.260 -3.355 0.245
H 1.621 -2.696 1.188 0.179
O 1.076 -0.065 0.819 -0.542
N 1.990 0.716 1.401 0.001
C 2.983 0.160 2.119 0.043
C 3.934 0.929 2.734 -0.266
C 3.860 2.326 2.616 -0.131
C 2.842 2.879 1.890 -0.227
C 1.875 2.069 1.262 0.036
S 0.568 2.675 0.392 -0.043
H 2.969 -0.916 2.176 0.231
H 4.723 0.467 3.301 0.244
H 4.595 2.954 3.096 0.239
H 2.726 3.943 1.776 0.249
```

Record 2
This record from the OMol25 dataset describes a 8-piece molecular cluster, C35H50NO17 overall in a non-equilibrium geometry. The level of theory is the ωB97M-V functional and the def2-TZVPD basis.

Values from the calculation:
Energy relative to the best compared isomer or geometry (same formula, charge and spin) in kJ/mol: 242.61
Spin multiplicity: 1
Electronic energy in Eh: -2696.6437
Gap between HOMO and LUMO in eV: 6.568
Total charge: +1

The geometry in XYZ format:
```
103
Properties=species:S:1:pos:R:3:lowdin_charge:R:1
C -0.272 -0.057 -0.122 0.018
N 1.135 0.144 0.265 -0.259
C 1.596 -1.217 0.885 0.028
C 2.036 0.281 -0.854 -0.017
C 1.343 1.356 1.135 -0.071
C 2.638 1.580 1.838 -0.176
O 2.626 2.667 2.732 0.047
H -0.356 -0.649 -0.975 0.058
H -0.738 0.963 -0.599 0.157
H -1.047 -0.376 0.522 0.088
H 2.667 -1.399 1.398 0.165
H 1.595 -2.161 0.302 0.109
H 0.973 -1.209 1.701 0.037
H 1.953 -0.580 -1.557 0.121
H 2.913 0.119 -0.464 0.043
H 1.969 1.243 -1.388 0.136
H 0.656 1.378 1.710 0.023
H 0.955 2.216 0.654 0.139
H 3.401 1.813 1.170 0.105
H 2.796 0.782 2.464 0.108
H 2.163 2.393 3.402 -0.010
C 1.967 -0.736 -4.494 0.104
C 0.474 -0.334 -4.541 -0.113
C -0.445 -0.979 -5.552 -0.342
O -1.603 -0.583 -5.496 0.085
C 0.064 -2.118 -6.413 0.128
C 1.634 -2.318 -6.417 -0.119
C 2.552 -1.633 -5.510 -0.317
O 3.804 -1.918 -5.485 0.080
O 2.075 -3.189 -7.374 0.093
O -0.082 0.521 -3.612 0.051
H 2.447 -0.174 -3.821 0.044
H -0.417 -2.513 -7.219 0.065
H 1.315 -3.739 -7.594 0.115
H -1.059 0.331 -3.660 0.132
C 0.930 -4.115 -3.346 0.089
C 1.378 -5.165 -4.283 -0.200
C 0.514 -5.936 -5.037 -0.387
O 0.941 -6.846 -5.812 0.075
C -0.961 -5.726 -4.958 0.135
C -1.486 -4.623 -3.890 -0.072
C -0.466 -3.850 -3.107 -0.379
O -0.907 -2.892 -2.454 0.082
O -2.832 -4.449 -3.642 0.101
O 2.749 -5.376 -4.428 0.040
H 1.515 -3.641 -2.534 0.130
H -1.660 -6.130 -5.660 0.090
H -3.373 -4.891 -4.264 0.099
H 2.895 -5.725 -5.450 0.214
C -2.248 1.265 3.092 0.057
C -2.182 -0.165 3.046 -0.133
C -3.299 -0.983 2.616 -0.449
O -3.237 -2.169 2.546 0.138
C -4.432 -0.277 2.137 0.080
C -4.575 1.162 2.423 -0.161
C -3.414 2.068 2.868 -0.303
O -3.494 3.325 3.119 0.052
O -5.679 1.944 2.268 0.050
O -0.938 -0.765 3.464 0.037
H -1.322 1.850 3.594 0.177
H -5.437 -0.690 1.782 0.154
H -5.197 2.899 2.466 0.175
H -1.241 -1.661 3.689 0.097
C -2.041 5.426 0.430 0.007
C -2.036 4.105 -0.338 -0.417
O -1.623 3.004 0.188 -0.027
C -2.565 4.059 -1.686 -0.021
H -1.306 5.388 1.212 0.080
H -3.138 5.669 0.824 0.154
H -1.826 6.075 -0.251 0.000
H -1.990 4.806 -2.225 0.100
H -3.615 4.313 -1.640 0.102
H -2.432 3.165 -2.275 0.083
C 0.659 -5.187 1.695 -0.049
C -0.637 -4.410 1.442 -0.458
O -0.593 -3.221 1.744 0.026
C -1.777 -5.207 0.837 -0.022
H 1.076 -5.058 2.745 0.100
H 1.553 -4.820 1.147 0.065
H 0.820 -6.290 1.390 0.103
H -1.657 -5.507 -0.192 0.066
H -2.737 -4.602 0.870 0.088
H -2.183 -6.038 1.599 0.143
C -0.625 1.578 7.610 -0.021
C 0.302 2.692 7.020 -0.477
O 0.948 2.497 6.059 0.070
C 0.592 3.924 7.910 0.013
H -1.667 1.918 7.829 0.085
H -0.112 1.263 8.531 0.075
H -0.571 0.608 6.966 0.102
H 0.860 3.709 8.849 0.042
H -0.247 4.418 7.904 0.021
H 1.359 4.548 7.400 0.110
C 4.295 4.386 -0.233 -0.012
C 2.872 4.729 -0.628 -0.435
O 2.355 4.251 -1.621 0.046
C 2.036 5.590 0.357 0.038
H 4.547 3.447 -0.722 0.075
H 4.514 4.141 0.854 0.110
H 4.859 5.104 -0.724 0.064
H 1.069 5.889 -0.023 0.091
H 2.397 6.322 0.736 -0.026
H 2.026 4.945 1.170 0.064
```

Record 3
This record from the OMol25 dataset describes a 3-piece molecular cluster, C26H54F4NO14P2S overall in a non-equilibrium geometry. The level of theory is the ωB97M-V functional and the def2-TZVPD basis.

Values from the calculation:
Spin multiplicity: 1
Electronic energy in Eh: -3611.0642
Gap between HOMO and LUMO in eV: 7.955
Total charge: +1

The geometry in XYZ format:
```
102
Properties=species:S:1:pos:R:3:lowdin_charge:R:1
C 2.307 1.032 0.738 -0.110
C 1.745 1.804 2.029 -0.225
C 0.155 2.037 1.989 -0.183
C -0.283 3.102 0.870 -0.282
C -0.208 4.600 1.433 -0.044
C -1.720 2.758 0.201 -0.221
C -1.463 1.393 -0.635 -0.025
N -2.783 1.175 -1.364 0.109
C -3.926 0.915 -0.378 -0.300
O -5.103 0.935 -1.232 0.047
C -3.690 -0.582 0.140 0.005
C -5.000 -1.421 0.432 -0.397
O -6.137 -1.009 0.647 0.118
O -4.843 -2.845 0.390 0.080
C -3.955 2.033 0.758 -0.249
C -4.738 1.578 2.107 -0.108
S -3.672 0.669 3.313 0.798
O -3.869 -0.826 3.297 -0.380
O -4.109 1.150 4.685 -0.365
C -4.725 3.389 0.301 -0.254
F -4.366 4.477 1.151 0.086
F -4.399 3.807 -1.008 0.068
C -6.325 3.286 0.371 -0.177
F -6.892 3.915 -0.780 0.034
F -6.830 3.985 1.484 0.058
O -2.666 2.463 1.241 -0.078
H 1.467 0.813 -0.006 0.057
H 3.068 1.712 0.226 0.080
H 2.867 0.081 1.057 0.085
H 2.305 2.798 2.106 0.114
H 2.067 1.198 2.946 0.112
H -0.129 2.501 3.002 0.118
H -0.410 1.043 1.939 0.093
H 0.486 2.997 0.018 0.141
H -0.930 5.238 0.815 0.091
H 0.866 4.969 1.287 0.098
H -0.484 4.606 2.544 0.097
H -1.966 3.646 -0.462 0.168
H -0.604 1.618 -1.349 0.160
H -1.174 0.517 0.022 0.138
H -2.929 2.066 -1.891 0.192
H -2.720 0.448 -2.098 0.189
H -4.876 0.443 -2.053 0.142
H -3.164 -1.141 -0.723 0.154
H -2.930 -0.662 1.000 0.127
H -3.910 -2.981 0.678 0.113
H -4.981 2.572 2.638 0.143
H -5.744 1.095 1.904 0.134
H -2.318 0.958 3.226 0.090
H -6.723 2.210 0.331 0.176
O 1.235 -5.652 4.762 -0.217
P 0.373 -4.805 3.824 0.693
O 0.110 -5.966 2.674 -0.229
C -0.789 -7.026 2.979 -0.292
C -2.231 -6.549 2.986 -0.081
O 1.616 -4.001 3.076 -0.232
C 2.890 -3.884 3.700 -0.304
C 3.813 -5.004 3.258 -0.074
O -0.656 -3.770 2.917 -0.218
C -1.521 -2.933 3.687 -0.314
C -0.759 -2.043 4.651 -0.072
H -0.524 -7.480 3.939 0.112
H -0.660 -7.785 2.205 0.120
H -2.419 -5.901 3.847 0.061
H -2.916 -7.396 3.046 0.082
H -2.455 -5.971 2.086 0.076
H 2.790 -3.847 4.787 0.104
H 3.316 -2.923 3.393 0.110
H 3.348 -5.986 3.366 0.075
H 4.740 -4.994 3.837 0.080
H 4.064 -4.896 2.200 0.076
H -2.239 -3.556 4.228 0.113
H -2.083 -2.314 2.984 0.077
H -0.253 -2.637 5.421 0.078
H -1.439 -1.352 5.156 0.080
H 0.011 -1.470 4.128 0.080
O 3.069 1.590 -3.747 -0.255
P 4.101 1.354 -4.858 0.699
O 5.388 1.893 -3.970 -0.233
C 5.902 1.050 -2.946 -0.299
C 6.656 -0.134 -3.525 -0.079
O 3.797 2.761 -5.680 -0.220
C 2.539 3.415 -5.572 -0.305
C 2.572 4.470 -4.481 -0.079
O 5.251 1.072 -6.100 -0.197
C 5.042 -0.111 -6.875 -0.302
C 3.677 -0.133 -7.537 -0.084
H 5.091 0.713 -2.292 0.100
H 6.582 1.657 -2.346 0.120
H 5.966 -0.834 -4.004 0.059
H 7.190 -0.672 -2.740 0.081
H 7.371 0.193 -4.283 0.088
H 1.736 2.691 -5.411 0.097
H 2.339 3.897 -6.533 0.118
H 2.957 4.074 -3.539 0.067
H 1.572 4.876 -4.304 0.072
H 3.234 5.291 -4.765 0.081
H 5.172 -0.989 -6.236 0.103
H 5.821 -0.139 -7.640 0.127
H 2.877 -0.190 -6.788 0.067
H 3.582 -1.000 -8.193 0.084
H 3.511 0.776 -8.118 0.088
```